Record 1
This record from OMol25 describes one molecule with the formula C24H26N2O6. The level of theory is ωB97M-V with the def2-TZVPD basis set.

Values from the calculation:
relative energy (zero: lowest compared OMol25 entry of this formula, charge and spin) = 293.8 kJ/mol
spin multiplicity = 1
orbital gap = 8.58 eV
structure (SMILES) = COc1ccc(N(C(=O)c2ccco2)[C@H](C(=O)NC2CCCC2)c2ccco2)cc1OC
calculated total energy = -1491.0706 Ha

```
58
Properties=species:S:1:pos:R:3:nbo_charge:R:1
H 0.43239 3.46350 3.28498 0.2223
H -0.01477 1.06351 3.38364 0.2144
O -1.01466 -1.02461 -1.79815 -0.6585
H -1.67285 -3.07645 -2.92520 0.2231
H 1.88118 -2.78557 -4.24344 0.2047
H 0.47581 -4.81021 -4.20532 0.1906
C -3.91824 1.69615 -0.17182 -0.3181
H -2.88845 0.43174 -1.69862 0.2512
C 0.15381 2.84189 -2.41613 -0.2526
H -4.26798 2.20960 1.96425 0.2035
C 1.24643 -3.13287 -2.17709 -0.4135
H 2.60614 0.39072 1.23962 0.2409
C -0.02378 0.81931 1.25892 0.1091
C 0.29164 2.81783 -0.04935 0.3378
C 0.97425 -2.78587 -3.64053 -0.4059
C -3.81008 1.63890 1.18109 0.0951
H 1.66406 5.37974 2.73573 0.1742
H -0.04042 0.86623 -0.87282 0.2569
H -0.09705 5.68282 2.74231 0.1747
H -4.52331 2.36811 -0.74466 0.2288
C -2.50113 0.08843 0.41457 0.2667
H 3.77841 -1.58800 4.86709 0.2062
H -1.96659 -1.80989 1.20687 0.2547
C -0.02835 -3.85104 -4.07126 -0.3979
C 1.65484 -1.05095 2.58760 0.1547
H 0.92438 2.08678 -2.60055 0.1768
H 0.50476 -1.80449 -3.69987 0.2189
O -0.01675 -2.64405 2.11172 -0.6394
C 0.80908 5.69359 2.12735 -0.2502
C -1.06254 -1.65298 -0.75965 0.6949
H 1.53624 -2.25951 -1.59443 0.2154
O 2.07298 -1.66351 3.71393 -0.3669
C -0.07242 -3.74091 -1.64403 -0.0475
H -0.62912 -3.27911 0.34401 0.4392
H -0.82925 2.36269 -2.43237 0.1838
C 0.07508 1.45420 0.02209 -0.3362
C 3.29983 -1.21314 3.98385 0.1130
C 3.70782 -0.32125 3.03628 -0.3214
C 2.63938 -0.21431 2.12196 -0.2514
N -0.69678 -2.93422 -0.60743 -0.6108
H 0.98147 6.70382 1.75967 0.2014
C -0.97847 -3.91362 -2.87876 -0.4134
O 0.37618 3.52483 -1.20377 -0.4936
C 0.44033 3.56209 1.14471 0.2512
C 0.33908 2.91277 2.36326 -0.3116
H -0.54260 -3.59640 -4.99621 0.2120
O -2.96105 0.66668 1.54849 -0.4046
H 0.12383 -4.71039 -1.18082 0.2075
N -0.31933 -0.56446 1.29142 -0.4244
O 0.66701 4.89353 0.98069 -0.4823
C -1.52189 -1.02538 0.57807 -0.1758
H 2.04657 -3.87008 -2.10392 0.2051
C -3.06407 0.68424 -0.67430 -0.2820
H -1.55006 -4.83942 -2.83727 0.2086
H 4.64605 0.19215 2.99238 0.2321
C 0.36966 -1.48534 2.00747 0.6553
H 0.20215 3.60337 -3.19268 0.1994
C 0.09116 1.54887 2.42646 -0.1661
```

---

Record 2
This record from OMol25 describes one molecule with the formula C24H26N4O. The level of theory is ωB97M-V with the def2-TZVPD basis set.

Values from the calculation:
relative energy (zero: lowest compared OMol25 entry of this formula, charge and spin) = 76.7 kJ/mol
spin multiplicity = 1
orbital gap = 8.50 eV
structure (SMILES) = Cc1ccccc1CN1CC2=C(CCN(Cc3ccccc3)C2=O)N2CCN=C12
calculated total energy = -1224.4445 Ha

```
55
Properties=species:S:1:pos:R:3:nbo_charge:R:1
C -0.93734 0.40216 -1.01227 -0.2325
C -1.13520 -1.42514 2.77324 -0.2370
C 2.53991 -0.94156 -0.83278 -0.2656
H 2.30868 0.92008 0.86716 0.2157
C -1.60934 -2.66846 0.31039 0.0066
C 3.74199 -0.07203 -1.08323 0.0599
H -1.18601 -2.90414 -1.76310 0.2586
H 2.70996 -1.59365 0.03328 0.1903
H -2.96432 -0.38931 2.40550 0.2211
H 6.90118 0.47214 -0.00273 0.2124
H 0.21703 -3.70177 0.69218 0.2101
H -4.52077 -0.97334 0.66498 0.2375
C 3.68419 0.91139 -2.06421 -0.2430
H -0.96571 -0.94894 3.72843 0.2101
C -0.48092 -2.96829 1.07053 -0.2315
C 1.29094 0.61425 0.60988 -0.2031
N -4.20325 1.58577 0.98471 -0.5143
C 5.99856 0.59784 -0.58277 -0.2050
C -3.77217 2.78360 1.66312 -0.2370
C -0.23140 -2.35241 2.28052 -0.1676
C -3.27027 1.19071 0.21223 0.6006
H 0.90404 -0.02852 1.41716 0.2006
H 2.33233 -1.56495 -1.70877 0.2602
H 0.86373 2.57464 -0.19639 0.2299
H -1.40902 -4.41443 -0.89325 0.2192
C 5.93264 1.57545 -1.55986 -0.2228
C 4.77187 1.73102 -2.30036 -0.1922
C -3.67414 -1.16903 0.00457 -0.2284
C 4.90637 -0.21888 -0.34290 -0.2479
H -1.61426 3.00990 2.02121 0.1937
H -2.21969 4.02605 0.69352 0.2008
C -2.25602 -1.11400 2.02999 -0.2169
C 0.39888 1.84411 0.47348 -0.4434
N 1.35124 -0.14235 -0.62037 -0.4443
H -2.25005 -0.88701 -2.11227 0.2404
N -3.31426 0.10582 -0.60675 -0.4271
H -2.53127 0.84245 -2.37355 0.2070
H 2.77779 1.02365 -2.64111 0.2206
H 4.71760 2.49121 -3.06591 0.2117
C -2.50070 -1.70749 0.79341 -0.0454
O 0.24640 -1.17202 -2.30722 -0.6621
H -3.99164 -1.84159 -0.79189 0.2088
H -3.83121 2.63011 2.74464 0.1915
C -1.77870 -3.39542 -0.98994 -0.6563
H 0.65622 -2.60242 2.84446 0.2038
H 4.96112 -0.98020 0.42287 0.2087
H 0.27784 2.31177 1.45044 0.2212
C -2.27067 0.08350 -1.62261 -0.2342
C -2.32064 3.05543 1.18744 -0.2287
H -4.44988 3.60083 1.40353 0.1982
H -2.81432 -3.43704 -1.31454 0.2089
C 0.24178 -0.37383 -1.37758 0.6761
H 6.78355 2.21414 -1.74528 0.2128
C -0.91021 1.40494 -0.10789 0.2955
N -2.10248 1.98527 0.23664 -0.4460
```

---

Question: calculated total energy of number 2 (C24H26N4O)?
Answer: -1224.4445 Ha

---

Question: relative energy (zero: lowest compared OMol25 entry of this formula, charge and spin) of number 2 (C24H26N4O)?
Answer: 76.7 kJ/mol